A molecular structure, C4H7Cl at a distorted geometry, computed with ωB97M-V with the def2-TZVPD basis set.

As for the HOMO-LUMO gap: 9.337 eV. The largest force on an atom comes out at 8.7 eV/A. The value obtained for the total energy is -616.5334 Ha.

Geometry as ORCA input:
```
! wB97M-V def2-TZVPD RIJCOSX def2/J DEFGRID3
* xyz 0 1
C 0.85 -0.64 0.84
C -0.50 -0.05 0.78
C -0.35 1.02 -0.37
C -0.47 0.32 -1.80
H 0.90 -1.56 0.45
H 1.69 0.16 0.13
H 1.55 -0.65 2.13
H -0.88 0.47 1.60
H 0.22 2.09 0.06
H -0.81 -1.06 -1.98
H -0.38 1.15 -2.51
Cl -1.82 -1.24 0.67
*
```

Mulliken atomic charge list, values in e, 5 entries: -1.0174 0.1904 -0.3957 -0.5664 0.3638